Entry from the OMol25 dataset: a cluster of 2 separate species, C20H28BF3O2S2 in total in a non-equilibrium geometry (ωB97M-V/def2-TZVPD).

The value obtained for the orbital gap is 2.60 eV. Its total charge is 0. The value obtained for the energy above the lowest of the compared OMol25 structures with the same formula, charge and spin is 0.8 kcal per mole.

Atoms and positions in Å:
1 C 0.911 -0.443 -4.008
2 C 0.680 -0.680 -2.515
3 C 1.183 -2.063 -2.135
4 C 1.224 0.579 -1.639
5 C 1.377 0.218 -0.169
6 C 2.484 1.272 -2.152
7 O 0.167 1.502 -1.716
8 B -1.018 0.685 -1.878
9 C -1.978 0.818 -0.528
10 C -2.184 2.070 0.035
11 C -3.021 2.227 1.154
12 C -3.615 1.095 1.700
13 C -4.493 1.224 2.924
14 F -5.767 0.793 2.675
15 F -4.020 0.478 3.969
16 F -4.595 2.511 3.374
17 C -3.430 -0.165 1.144
18 C -2.597 -0.299 0.018
19 C -1.810 1.433 -3.156
20 C -2.564 0.651 -4.180
21 C -3.293 1.561 -3.256
22 O -0.704 -0.683 -2.220
23 H 1.965 -0.623 -4.257
24 H 0.293 -1.136 -4.590
25 H 0.643 0.578 -4.310
26 H 2.266 -2.122 -2.277
27 H 0.928 -2.298 -1.097
28 H 0.691 -2.800 -2.784
29 H 2.278 -0.376 0.023
30 H 1.418 1.137 0.430
31 H 0.495 -0.335 0.180
32 H 3.339 0.589 -2.114
33 H 2.356 1.628 -3.179
34 H 2.703 2.134 -1.510
35 H -1.718 2.961 -0.394
36 H -3.167 3.208 1.589
37 H -3.899 -1.043 1.580
38 H -2.455 -1.288 -0.424
39 H -1.236 2.285 -3.549
40 H -2.452 0.975 -5.220
41 H -2.698 -0.426 -4.038
42 H -3.907 1.092 -2.478
43 H -3.673 2.502 -3.670
44 C 4.194 -1.622 4.908
45 C 4.103 -2.658 3.795
46 S 3.365 -2.096 2.222
47 C 2.024 -1.158 2.644
48 S 1.910 -0.181 4.013
49 C 2.847 -1.044 5.321
50 H 4.638 -2.109 5.789
51 H 4.843 -0.809 4.581
52 H 5.109 -2.975 3.486
53 H 3.537 -3.547 4.099
54 H 1.161 -1.172 1.981
55 H 2.176 -1.804 5.735
56 H 2.986 -0.254 6.072

Entry from the OMol25 dataset: a cluster of 3 separate species, C4H11NO2 in total in a non-equilibrium geometry (ωB97M-V/def2-TZVPD).

The value obtained for the orbital gap is 5.22 eV. Its total charge is 0. The value obtained for the energy above the lowest of the compared OMol25 structures with the same formula, charge and spin is 192.8 kcal per mole.

Atoms and positions in Å:
1 C 1.759 -0.765 0.595
2 N 0.655 -0.555 -0.356
3 C -0.582 -0.402 0.269
4 C -0.660 0.943 0.865
5 C -1.624 0.581 -0.476
6 O -2.764 0.302 -0.320
7 H 1.791 0.014 1.374
8 H 2.652 -0.549 0.007
9 H 1.690 -1.748 1.052
10 H -2.007 -3.133 -1.357
11 H -0.990 -1.308 0.713
12 H -1.761 -2.466 -1.202
13 H -1.303 1.246 1.685
14 H 0.146 1.590 0.425
15 H -1.357 1.219 -1.325
16 H 0.822 0.367 -0.746
17 H 2.043 2.725 -0.649
18 O 1.492 1.938 -0.553

Entry from the OMol25 dataset: a cluster of 8 separate species, C27H65Br3N4O in total in a non-equilibrium geometry (ωB97M-V/def2-TZVPD).

The value obtained for the orbital gap is 5.92 eV. Its total charge is 0. The value obtained for the energy above the lowest of the compared OMol25 structures with the same formula, charge and spin is 44.9 kcal per mole.

Atoms and positions in Å:
1 N 0.027 0.737 -0.919
2 H 0.074 0.961 -1.902
3 H -0.603 -0.051 -0.862
4 H -0.441 1.544 -0.531
5 H 0.878 0.684 -0.377
6 C 3.108 2.844 1.086
7 C 2.547 1.621 1.798
8 C 1.394 2.113 2.615
9 O 2.212 0.563 0.872
10 H 4.081 2.622 0.647
11 H 3.377 3.658 1.760
12 H 2.470 3.220 0.286
13 H 3.313 1.279 2.494
14 H 0.613 2.485 1.951
15 H 1.708 2.974 3.206
16 H 0.836 1.525 3.344
17 C 1.999 -2.353 -0.866
18 C 1.491 -3.231 -2.019
19 C 1.794 -4.731 -1.808
20 N 0.512 -5.626 -1.725
21 C -0.276 -5.195 -0.484
22 C -0.294 -5.472 -3.098
23 C -0.795 -6.908 -3.432
24 C 0.399 -7.756 -2.896
25 C 0.818 -7.093 -1.625
26 H 2.224 -1.363 -1.264
27 H 2.984 -2.617 -0.480
28 H 1.304 -2.276 -0.030
29 H 1.859 -2.998 -3.018
30 H 0.421 -3.031 -2.076
31 H 2.240 -4.820 -0.818
32 H 2.457 -5.155 -2.562
33 H -0.458 -4.121 -0.530
34 H 0.287 -5.502 0.397
35 H -1.245 -5.668 -0.327
36 H -1.097 -4.738 -3.031
37 H 0.347 -5.125 -3.908
38 H -1.774 -7.087 -2.988
39 H -0.895 -6.971 -4.516
40 H 0.214 -8.815 -2.719
41 H 1.202 -7.708 -3.631
42 H 0.110 -7.548 -0.933
43 H 1.842 -7.308 -1.320
44 C -5.199 -2.444 5.935
45 C -4.510 -2.001 4.619
46 C -3.048 -1.494 4.759
47 N -2.418 -1.222 3.378
48 C -3.045 -0.117 2.533
49 C -2.242 -2.525 2.446
50 C -0.737 -2.576 2.074
51 C -0.077 -1.223 2.388
52 C -0.970 -0.796 3.663
53 H -6.280 -2.503 5.805
54 H -4.917 -1.865 6.814
55 H -4.940 -3.496 6.047
56 H -5.212 -1.335 4.117
57 H -4.592 -2.830 3.917
58 H -2.485 -2.311 5.211
59 H -2.922 -0.570 5.325
60 H -3.047 0.789 3.140
61 H -4.032 -0.461 2.222
62 H -2.491 0.098 1.619
63 H -2.837 -2.299 1.561
64 H -2.702 -3.395 2.914
65 H -0.539 -2.739 1.015
66 H -0.223 -3.345 2.651
67 H -0.156 -0.484 1.590
68 H 0.957 -1.275 2.726
69 H -0.768 0.237 3.949
70 H -0.591 -1.420 4.472
71 C 4.130 6.664 -0.637
72 C 3.230 5.709 -1.357
73 C 1.787 6.221 -1.178
74 N 0.747 5.441 -1.990
75 C 0.660 3.943 -1.670
76 C 0.990 5.779 -3.467
77 C -0.394 5.520 -4.161
78 C -1.536 5.761 -3.057
79 C -0.712 6.044 -1.706
80 H 5.096 6.160 -0.626
81 H 3.919 6.777 0.426
82 H 4.248 7.612 -1.163
83 H 3.410 4.676 -1.059
84 H 3.516 5.719 -2.409
85 H 1.820 7.293 -1.376
86 H 1.400 6.104 -0.166
87 H -0.100 3.515 -2.323
88 H 0.358 3.879 -0.624
89 H 1.616 3.431 -1.779
90 H 1.757 5.123 -3.878
91 H 1.291 6.826 -3.467
92 H -0.601 4.578 -4.670
93 H -0.439 6.306 -4.915
94 H -2.196 4.894 -3.055
95 H -2.155 6.641 -3.235
96 H -1.128 5.581 -0.811
97 H -0.561 7.111 -1.548
98 Br -2.197 3.100 0.706
99 Br 1.111 1.502 -3.969
100 Br -2.316 -1.867 -1.481

Number 1: E_tot -2050.12550 hartree. Number 2: E_tot -363.96094 hartree. Number 3: E_tot -9083.91051 hartree.